14
Properties=species:S:1:pos:R:3:nbo_charge:R:1 method="wB97M-V/def2-TZVPD" gap_ev="7.4 / 7.9" e_above_lowest_kcal_mol=0.0 e_tot_ev=-29748.202 total_charge=0 s_squared=2.01 spin_multiplicity=3 lumo_energy_ev="0.1 / -1.7" fmax_ha_per_bohr=0.0217
C -0.199 -0.410 -0.967 -0.43
C -0.919 -1.237 0.106 -0.74
C 0.230 0.999 -0.542 -0.40
C 1.279 1.036 0.493 -0.31
P -0.002 -1.392 1.724 0.35
I -1.499 2.168 0.088 0.07
I 3.222 0.527 -0.090 0.17
H 0.708 -0.940 -1.270 0.22
H -0.848 -0.336 -1.848 0.22
H -1.920 -0.843 0.287 0.23
H -1.020 -2.247 -0.302 0.23
H 0.570 1.503 -1.455 0.24
H 1.234 1.693 1.340 0.20
H -0.836 -0.521 2.435 -0.07